No. 1
Computed, not measured: a structure of composition C37H48BBrGaIN7O4, with the ωB97M-V functional and the def2-TZVPD basis.

- charge = +1
- frontier orbital gap (eV) = 7.862
- relative energy (zero: lowest compared OMol25 entry of this formula, charge and spin) (kcal/mol) = 0.0
- molecular weight (g/mol) = 942.18
- LUMO energy (Eh) = -0.119
- largest force on an atom (eV Å⁻¹) = 0.3

The geometry in XYZ format:
```
100
Properties=species:S:1:pos:R:3:mulliken_charge:R:1
Ga 0.02274 0.20786 0.35405 0.0743
C -1.82434 4.80120 -1.28933 -1.4768
C -1.76152 3.69646 -0.29005 0.5411
C -2.34666 3.61112 0.95912 -0.8518
C -2.02129 2.35344 1.46733 -0.3124
N -1.23310 1.73074 0.57726 0.7205
N -1.10092 2.55238 -0.51218 0.3269
B -0.47032 2.01485 -1.82191 -1.6206
N 1.04762 1.82358 -1.63091 0.3887
N 1.51704 1.03756 -0.61141 1.4369
C 2.87087 1.05197 -0.68273 -0.6095
C 3.23732 1.86627 -1.74756 -0.7179
C 2.06883 2.33866 -2.31690 0.4033
C 1.88869 3.24442 -3.48770 -1.3752
C 3.84818 0.36009 0.24851 2.8427
C 5.22707 0.32811 -0.42292 -2.5412
C 3.96638 1.18074 1.54205 -1.5231
C 3.46342 -1.08973 0.54037 -1.1473
N -1.09658 0.63478 -2.13391 0.3987
N -1.10715 -0.38796 -1.21008 0.8062
C -1.81954 -1.39679 -1.74752 -0.2168
C -2.25034 -1.01070 -3.01602 -0.9126
C -1.78353 0.26665 -3.22482 0.2445
C -1.96608 1.15034 -4.41238 -1.3720
C -2.21880 -2.71780 -1.11921 2.7634
C -1.81862 -3.85967 -2.06470 -1.7822
C -1.59419 -2.97662 0.23973 -1.4828
C -3.74843 -2.69438 -0.96245 -1.8419
C -2.55348 1.73047 2.74210 2.6481
C -1.63326 2.04241 3.92957 -1.4946
C -2.74120 0.22153 2.56680 -1.5308
C -3.93194 2.33937 3.03165 -2.1094
H -2.37881 5.63764 -0.87059 0.4034
H -0.82689 5.15017 -1.55589 0.2707
H -2.32336 4.48349 -2.20452 0.2687
H -2.97742 4.35267 1.41568 0.5054
H -0.67274 2.77095 -2.71766 -0.0068
H 4.23536 2.08500 -2.07939 0.6140
H 2.86171 3.48928 -3.90686 0.4421
H 1.28845 2.77522 -4.26651 0.2191
H 1.39493 4.17260 -3.20061 0.2183
H 5.64436 1.32799 -0.54511 0.4440
H 5.91323 -0.23778 0.20820 0.4831
H 5.18745 -0.16063 -1.39753 0.4682
H 4.29731 2.19627 1.31801 0.4253
H 3.02364 1.24149 2.08189 0.0924
H 4.71322 0.71983 2.19137 0.4560
H 3.56459 -1.70406 -0.35519 0.1406
H 4.13235 -1.49205 1.30323 0.6252
H 2.44687 -1.20642 0.90013 -0.1368
H -2.84385 -1.59064 -3.70034 0.6471
H -2.51260 0.60977 -5.18164 0.4683
H -2.52831 2.04891 -4.15948 0.2427
H -1.00841 1.46153 -4.82886 0.2205
H -0.73376 -3.92901 -2.16075 0.2377
H -2.18772 -4.80443 -1.66240 0.4892
H -2.23938 -3.73470 -3.06169 0.3454
H -0.50881 -3.01024 0.18287 -0.1083
H -1.88805 -2.22747 0.97610 0.0080
H -1.93980 -3.94592 0.60359 0.7219
H -4.24913 -2.59966 -1.92593 0.3734
H -4.08176 -3.62290 -0.49642 0.4642
H -4.06654 -1.86145 -0.33202 0.2870
H -0.63818 1.62675 3.79183 0.1244
H -1.53778 3.12112 4.06234 0.4116
H -2.06403 1.62905 4.84350 0.4191
H -1.80263 -0.31040 2.42437 -0.0756
H -3.20475 -0.19603 3.46165 0.6498
H -3.38961 0.00035 1.71602 0.3224
H -3.86181 3.40246 3.26267 0.3856
H -4.61366 2.21280 2.18941 0.4590
H -4.36655 1.84488 3.90102 0.4429
O 0.80124 0.61044 2.33328 -0.8535
C 0.71093 -0.62056 2.50562 1.0114
O 0.32231 -1.31476 1.47847 -0.6032
C 0.99340 -1.30076 3.77734 -0.1533
C 0.66351 -2.64410 3.93171 -0.3366
C 0.92959 -3.27939 5.13260 -0.7306
C 1.53219 -2.54548 6.13508 -0.2147
C 1.86772 -1.21152 6.00856 -0.9758
C 1.58471 -0.58010 4.81035 -0.3435
N 1.84293 -3.23093 7.41793 1.0253
O 2.44426 -2.59366 8.25190 -0.5967
O 1.45244 -4.36950 7.54261 -0.5916
H 0.20520 -3.18282 3.11350 0.5458
H 0.68651 -4.31796 5.29904 0.5421
H 2.34151 -0.69629 6.83057 0.5188
H 1.82498 0.46466 4.66798 0.5199
Br 3.24161 -4.42316 -4.70251 -0.1767
C 3.03987 -4.64179 -2.84339 0.0146
C 3.49723 -5.82516 -2.27674 -0.3586
C 3.37573 -6.03807 -0.91377 -0.6694
C 2.79903 -5.06865 -0.10667 -1.0767
C 2.34026 -3.88777 -0.66816 0.5489
C 2.45668 -3.67177 -2.03809 -0.1554
I 1.73377 -1.87422 -2.79765 0.4413
H 3.94458 -6.57559 -2.91303 0.4110
H 3.73254 -6.96504 -0.48595 0.3928
H 2.70418 -5.22819 0.95916 0.4978
H 1.89742 -3.12568 -0.04139 0.2209
```

=====

No. 2
Computed, not measured: a structure of composition C37H48Cl3N7ORuSSi3Te at a distorted geometry, with the ωB97M-V functional and the def2-TZVPD basis.

- charge = +1
- multiplicity = 2
- frontier orbital gap (spin up / spin down) (eV) = 6.061 / 5.660
- relative energy (zero: lowest compared OMol25 entry of this formula, charge and spin) (kcal/mol) = 21.3
- <S²> = 0.755
- molecular weight (g/mol) = 1058.19
- LUMO energy (spin up / spin down) (Eh) = -0.128 / -0.143
- largest force on an atom (eV Å⁻¹) = 1.4

The geometry in XYZ format:
```
102
Properties=species:S:1:pos:R:3:lowdin_spin:R:1
Ru -0.11790 -0.16939 0.46814 0.7197
C -3.35815 2.63695 0.52011 0.0026
C -4.52286 1.87690 0.61859 -0.0016
C -4.41110 0.51583 0.75825 0.0022
C -3.14798 -0.08845 0.80111 -0.0010
N -2.03109 0.64643 0.67817 -0.0035
C -2.15261 1.98315 0.54611 -0.0027
N -3.14692 -1.46361 0.95512 0.0063
C -2.10201 -2.18422 1.09113 0.0093
N -0.76186 -1.78358 1.24572 0.0777
C 0.04134 -2.93224 1.31469 0.0063
N 1.31426 -3.02091 1.36941 0.0096
C 2.20682 -2.04224 0.98284 0.0002
C 3.56277 -2.30790 1.21792 0.0017
C 4.52336 -1.45362 0.73766 -0.0010
C 4.12179 -0.33081 0.01279 0.0027
C 2.77869 -0.11650 -0.16502 -0.0018
N 1.82616 -0.93990 0.31797 0.0009
C -0.84840 -4.10377 1.33724 0.0021
C -0.55588 -5.45132 1.43710 0.0000
C -1.62206 -6.33710 1.35217 0.0014
C -2.93021 -5.88113 1.17305 0.0007
C -3.21369 -4.52462 1.08481 0.0008
C -2.14489 -3.65187 1.17187 0.0021
H -3.38502 3.71198 0.42177 0.0002
H -5.49533 2.34806 0.57855 -0.0002
H -5.27218 -0.13184 0.82841 0.0001
H -1.21952 2.52800 0.44510 -0.0005
H 3.80756 -3.20824 1.76192 0.0000
H 5.57220 -1.65775 0.90524 -0.0001
H 4.83602 0.35501 -0.41863 0.0002
H 2.42278 0.73602 -0.73098 0.0000
H 0.46122 -5.79126 1.57427 0.0000
H -1.43988 -7.40094 1.42320 0.0001
H -3.73372 -6.60142 1.09881 0.0000
H -4.22064 -4.15761 0.94232 0.0000
Cl 0.06639 -2.12604 -2.54805 0.0243
Si -0.47224 -0.26456 -1.85585 0.0403
Cl 0.71514 1.08281 -2.81854 -0.0038
Cl -2.38158 0.12598 -2.50877 0.0036
C 3.46691 -0.97462 5.69846 0.0001
C 2.31798 -0.00187 5.46301 0.0018
C 1.12649 -0.72617 4.85225 0.0011
N -0.05129 0.13052 4.69831 0.0138
C -0.28168 0.91846 3.67195 0.0193
S 0.87041 1.07435 2.40223 0.0563
N -1.41677 1.67378 3.60695 0.0031
C -2.34890 2.12763 4.57267 0.0004
O -2.91375 3.16499 4.34725 0.0015
C -2.61181 1.30407 5.78217 0.0000
C -2.64812 1.93462 7.02155 0.0000
C -2.95000 1.19686 8.15494 0.0001
C -3.23905 -0.15727 8.04817 0.0000
C -3.23737 -0.77938 6.80645 0.0002
C -2.92172 -0.05093 5.66975 0.0001
H 4.32894 -0.46434 6.12466 0.0000
H 3.78079 -1.43988 4.76178 0.0000
H 3.17608 -1.76938 6.38768 0.0000
H 2.63375 0.79248 4.78410 0.0013
H 2.01501 0.46124 6.40526 0.0000
H 0.82530 -1.56233 5.48484 0.0001
H 1.38606 -1.11938 3.86908 0.0003
H -0.72444 0.12767 5.45434 0.0005
H -1.44436 2.26256 2.78491 0.0002
H -2.43700 2.99377 7.08581 0.0000
H -2.97089 1.68086 9.12174 0.0000
H -3.48471 -0.72704 8.93424 0.0000
H -3.48974 -1.82775 6.72253 0.0000
H -2.95283 -0.52211 4.69309 0.0001
C 3.74848 6.24691 1.09386 0.0000
Si 4.50681 4.72382 0.32572 0.0000
C 6.16479 5.10759 -0.44537 0.0000
C 4.67742 3.36430 1.60356 0.0000
C 3.37414 4.10227 -1.04753 0.0003
Te 1.40334 3.63854 -0.34604 0.0003
C 0.53076 5.54664 -0.80720 0.0003
Si -0.27990 5.57970 -2.51155 0.0000
C 0.97646 5.07348 -3.79648 0.0000
C -0.84426 7.33507 -2.81865 0.0000
C -1.74290 4.41288 -2.46847 0.0000
H 4.36713 6.61886 1.91330 0.0000
H 2.75744 6.02947 1.49793 0.0000
H 3.65305 7.05633 0.36631 0.0000
H 6.87892 5.45280 0.30556 0.0000
H 6.08446 5.88646 -1.20590 0.0000
H 6.59131 4.21998 -0.91779 0.0000
H 5.15830 3.73838 2.50976 0.0000
H 5.28659 2.53802 1.22845 0.0000
H 3.69849 2.96694 1.88495 0.0000
H 3.77593 3.19365 -1.50226 0.0000
H 3.24658 4.83795 -1.84314 0.0000
H 1.33651 6.27681 -0.72086 0.0000
H -0.19866 5.75546 -0.02289 0.0000
H 1.82881 5.75676 -3.80149 0.0000
H 0.53558 5.09608 -4.79553 0.0000
H 1.34720 4.06061 -3.62537 0.0000
H 0.00019 8.02693 -2.82159 0.0000
H -1.55219 7.66660 -2.05635 0.0000
H -1.34278 7.42317 -3.78682 0.0000
H -1.47809 3.45275 -2.01710 0.0000
H -2.10935 4.19944 -3.47488 0.0000
H -2.57217 4.84790 -1.90533 0.0000
```